13
Properties=species:S:1:pos:R:3:forces:R:3 method="wB97M-V/def2-TZVPD" charge=0 total_energy_ha=-394.808036 relative_energy_kj_mol=418.8 molar_mass_g_mol=111.10 homo_energy_ev=-9.792 e_lumo_ha=0.002 smiles=Cc1ncnnc1O
C -2.022 -0.943 0.113 -0.6504 0.1884 0.7389
C -0.462 -0.693 0.108 -6.6007 3.8538 -0.5489
C 1.681 -0.873 -0.170 2.3511 3.1621 2.2493
C -0.193 0.672 0.024 -3.7547 1.5642 1.5738
H -2.194 -1.996 -0.057 -0.2775 -0.1441 -0.1779
H -2.579 -0.630 1.039 1.3523 -0.6929 0.0731
H -2.686 -0.225 -0.483 1.6954 -1.6367 -0.3574
H 2.662 -1.429 -0.025 -1.7519 0.2082 -0.9752
H -0.870 2.101 -0.621 -2.7843 -0.6824 1.0897
N 0.443 -1.460 -0.140 5.5074 -4.6706 -0.5331
N 1.958 0.480 0.092 -0.8803 -2.9576 -0.3881
N 0.887 1.344 0.211 0.9662 -1.8293 -1.3810
O -1.422 1.331 -0.181 4.8274 3.6369 -1.3631

9
Properties=species:S:1:pos:R:3:forces:R:3 method="wB97M-V/def2-TZVPD" charge=0 total_energy_ha=-1152.907304 relative_energy_kj_mol=341.9 molar_mass_g_mol=221.99 homo_energy_ev=-9.435 e_lumo_ha=-0.016 smiles="C=PI.OS"
C 1.810 3.892 -0.660 -0.6738 0.7410 0.4868
O -2.519 -1.309 1.950 0.9563 1.4037 -0.9655
P 2.148 2.709 0.419 0.1518 -0.6763 -0.3285
S -1.276 -0.458 1.002 -0.6456 -0.6905 2.9066
I 1.102 3.380 2.499 0.0523 0.2586 0.1539
H 1.906 3.774 -1.718 0.6226 -0.3591 -0.4818
H -0.459 -0.188 2.140 -0.8497 -0.2431 -1.5513
H 1.364 4.843 -0.403 -0.1714 0.0086 0.1705
H -3.128 -0.619 2.290 0.5575 -0.4428 -0.3907

16
Properties=species:S:1:pos:R:3:forces:R:3 method="wB97M-V/def2-TZVPD" charge=0 total_energy_ha=-267.903338 relative_energy_kj_mol=57.7 molar_mass_g_mol=86.14 homo_energy_ev=-8.870 e_lumo_ha=0.041 smiles="[H]/N=C/NCCC"
C 1.057 -1.572 -0.086 0.2820 0.6802 0.4491
C 0.354 -0.605 -1.040 0.9206 -0.4999 -0.3566
C -1.071 -0.284 -0.621 0.4316 0.3105 -0.1638
N -1.159 0.679 0.472 -0.3326 -0.5296 0.2583
C -0.282 1.699 0.697 0.0519 0.3137 -0.2945
N -0.015 2.068 1.875 -0.2042 -0.1120 0.8642
H 1.183 -1.137 0.908 -0.3139 0.0858 0.1166
H 0.495 -2.496 0.027 0.1228 -0.1966 -0.1097
H 2.088 -1.750 -0.394 -0.1486 -0.3485 -0.2814
H 0.379 -1.074 -2.027 -0.3969 -0.0378 -0.0801
H 0.999 0.271 -1.184 -0.3872 0.1331 0.2213
H -1.665 0.025 -1.481 -0.0416 0.1638 -0.0313
H -1.496 -1.210 -0.248 -0.2856 -0.0932 -0.0323
H -1.515 0.288 1.333 0.1342 0.1588 0.0129
H 0.100 2.196 -0.195 0.0463 -0.0973 -0.1763
H 0.548 2.902 1.964 0.1213 0.0689 -0.3965